(1)
This record from the OMol25 dataset describes a molecular structure, C13H11BrN4O3S. The level of theory is ωB97M-V/def2-TZVPD.

```
33
Properties=species:S:1:pos:R:3:forces:R:3
O -0.3312 1.5561 -1.0569 1.568 -1.304 1.393
O -1.1677 1.2212 1.1943 0.138 0.600 2.118
Br -7.0379 0.1265 -3.4669 0.167 -0.231 -0.147
N 3.6113 1.3923 3.5397 1.366 1.893 1.693
O 5.8023 1.5478 4.3841 -0.818 -2.075 -1.614
C 4.8278 0.9871 3.5494 1.460 1.061 1.864
C -4.9340 -0.0011 -1.6261 2.138 0.267 0.540
C -4.3232 -0.8579 -3.7557 -1.494 -0.398 -0.675
C 3.4281 -0.8158 0.7085 -1.032 1.125 0.476
C -3.6110 -0.1024 -1.2111 0.919 -1.114 0.793
C -3.0813 -1.1871 -3.2969 1.123 -0.302 0.184
C 2.1738 -0.5179 0.1486 1.090 -0.166 1.296
C 1.8051 1.0529 1.9959 2.509 -2.789 -2.528
C -5.2759 -0.3129 -2.8912 -0.406 -0.349 -1.477
C 3.1053 0.7889 2.4851 -4.668 0.053 -1.838
C 3.8907 -0.1406 1.8871 0.832 -0.595 -1.330
C -2.6820 -0.8751 -2.0106 0.303 2.905 1.908
C 1.3798 0.4434 0.8482 -0.430 -1.319 -1.838
N 5.0933 0.0248 2.6128 1.348 -1.773 -0.070
N -1.3358 -1.1062 -1.5740 -0.473 0.102 0.392
N -1.0200 -0.7449 -0.2144 2.128 -0.150 -1.582
S -0.2836 0.7695 0.1809 -2.457 0.345 -2.968
H 5.5608 2.4650 4.5156 -0.381 0.267 0.130
H -5.5343 0.4488 -0.9082 -1.588 0.774 0.679
H -4.6071 -1.1339 -4.7772 0.113 0.301 0.391
H 3.9252 -1.5478 0.1497 1.322 -0.952 -0.183
H -3.4366 0.4033 -0.1972 0.389 -1.151 -1.639
H -2.3313 -1.6347 -3.9369 -0.191 -0.155 -0.224
H 1.8859 -1.1805 -0.6986 -0.180 1.113 0.679
H 1.1069 1.4927 2.5234 -3.040 2.957 2.740
H 5.7895 -0.7258 2.7853 -0.581 1.100 -0.474
H -0.5684 -0.9426 -2.2344 -0.683 -0.013 0.583
H -1.8244 -0.8932 0.3479 -0.492 -0.026 0.725
```
Positions in Å, forces in eV/Å.

Output
ΔE to the lowest compared entry with this formula, charge and spin = 0.00 kJ/mol
energy = -106637.0366 eV
LUMO energy = 0.306 eV
E_HOMO = -7.98 eV

=====

(2)
This record from the OMol25 dataset describes a molecular structure, C13H11Cl2CsN3O4S. The level of theory is ωB97M-V/def2-TZVPD.

```
35
Properties=species:S:1:pos:R:3:forces:R:3
Cs 0.2013 0.0316 0.2818 -0.485 -0.814 -0.280
Cl 6.2951 5.3012 0.1925 -0.140 -0.277 -0.023
C 5.2249 3.8575 0.0781 0.123 0.473 0.016
C 5.8054 2.6058 0.0811 -0.271 -0.352 -0.057
C 4.9043 1.5103 -0.0138 0.816 -0.043 0.075
Cl 5.6582 -0.1055 0.0177 -0.203 0.252 -0.010
C 3.5139 1.5851 -0.0746 -1.251 0.201 0.016
O 2.7254 0.5812 -0.0968 1.251 0.233 -0.148
C 2.9435 2.9696 -0.0829 0.723 0.220 0.050
C 1.5746 3.3062 -0.1528 -0.184 -0.788 -0.054
O 0.5546 2.5391 -0.2352 0.480 1.526 -0.180
C 3.8693 4.0661 -0.0064 -0.081 -0.119 0.003
H 6.8713 2.4522 0.1452 0.006 0.011 -0.001
H 1.4124 4.4020 -0.1378 -0.116 0.078 -0.005
H 3.4853 5.0806 -0.0033 -0.010 -0.011 -0.001
O -2.5774 -0.6645 -0.2646 -0.315 -0.265 -0.076
N -2.8335 -1.6472 -1.0722 0.331 0.051 0.363
C -3.7377 -1.4165 -2.0569 0.134 -0.065 0.080
C -4.0881 -2.3565 -2.9920 0.164 -0.020 0.234
C -3.4741 -3.6124 -2.8958 -0.381 0.208 -0.382
C -2.5675 -3.8404 -1.8995 0.466 -0.070 0.532
C -2.1783 -2.8736 -0.9293 -0.511 0.017 -0.460
S -1.0260 -3.1559 0.2908 -0.402 -0.313 -0.166
H -4.1110 -0.4047 -2.0025 -0.100 -0.031 -0.126
H -4.8051 -2.0949 -3.7568 -0.007 -0.088 -0.048
H -3.7151 -4.3864 -3.6162 0.051 -0.043 0.062
H -2.0761 -4.7997 -1.8007 -0.028 0.006 -0.056
N 0.4867 0.8642 5.1254 0.135 -0.003 0.176
C 0.0114 -0.0703 4.2333 -0.211 -0.204 -0.381
N -0.4376 -1.2478 4.8103 -0.025 0.079 0.168
O -0.0332 0.1098 3.0380 0.026 0.179 0.729
H 0.0398 0.9055 6.0247 0.027 0.026 0.022
H 0.7182 1.7483 4.7024 -0.047 0.010 -0.045
H 0.0889 -1.5822 5.6005 -0.007 -0.049 -0.011
H -0.6557 -1.9449 4.1132 0.041 -0.016 -0.015
```
Positions in Å, forces in eV/Å.

Output
<S²> = 0.783
ΔE to the lowest compared entry with this formula, charge and spin = 98.96 kJ/mol
energy = -62747.7859 eV
LUMO energy (alpha / beta) = 3.783 / 3.750 eV
charge = -2
E_HOMO (alpha / beta) = 1.61 / -0.65 eV
2S+1 = 2

=====

(3)
This record from the OMol25 dataset describes C13H11F4IO2 in the gas phase. The level of theory is ωB97M-V/def2-TZVPD.

```
31
Properties=species:S:1:pos:R:3:forces:R:3
C -1.5740 2.3843 -1.7770 0.336 0.224 0.135
C -2.5623 1.4239 -1.0802 -0.168 0.260 -0.292
C -3.9955 1.9678 -1.3214 0.287 0.890 0.692
C -2.4749 0.0011 -1.6492 0.805 -0.842 -1.588
C -2.5416 -0.2126 -2.9874 0.318 -1.285 1.716
I -2.2463 -2.2465 -3.8851 -0.312 1.940 0.825
C -2.3348 1.4580 0.4432 -0.893 -0.401 0.627
C -0.9937 0.9515 0.9409 -0.236 2.838 -0.749
O -0.1309 1.7938 0.8481 0.909 -1.656 0.559
O -0.8733 -0.2916 1.4859 0.306 0.019 -0.253
C 0.4412 -0.7071 1.6916 -0.191 0.497 0.898
C 0.9495 -0.7849 3.0184 -1.851 0.089 0.059
F 0.1600 -0.5216 4.0992 0.361 -0.027 -1.218
C 2.2143 -1.2344 3.2599 1.243 -0.254 -0.325
F 2.6791 -1.4153 4.5172 -0.452 0.211 -0.850
C 3.0379 -1.4884 2.1730 0.489 -0.473 -1.091
C 2.5442 -1.3530 0.8602 0.642 -0.210 0.078
F 3.3019 -1.5731 -0.2306 0.271 -0.161 0.682
C 1.2448 -0.9989 0.5953 -1.138 0.262 -0.134
F 0.7373 -0.9302 -0.6810 0.753 0.014 1.766
H -1.4860 3.3244 -1.1807 -0.009 -0.665 -0.565
H -0.5776 1.9503 -1.9290 -0.167 0.076 0.436
H -1.9128 2.6237 -2.7865 -0.202 0.107 0.083
H -4.7323 1.2517 -0.9668 -0.156 -0.036 -0.119
H -4.1336 2.1855 -2.3841 -0.149 -0.171 0.169
H -4.1537 2.9297 -0.7496 0.219 -0.892 -0.606
H -2.1977 -0.8583 -0.9937 -0.472 0.819 -0.385
H -2.7026 0.5931 -3.6814 -0.070 -0.156 -0.440
H -3.1591 0.9448 0.9162 -0.304 -0.458 0.185
H -2.4246 2.5209 0.7816 0.356 -0.909 -0.297
H 4.0560 -1.8804 2.3058 -0.525 0.351 0.003
```
Positions in Å, forces in eV/Å.

Output
SMILES = CC(C)(/C=C/I)CC(=O)Oc1c(F)c(F)cc(F)c1F
energy = -36723.0018 eV
LUMO energy = 0.244 eV
E_HOMO = -9.13 eV

=====

(4)
This record from the OMol25 dataset describes a molecular structure, C13H11F6N4NiO4. The level of theory is ωB97M-V/def2-TZVPD.

```
39
Properties=species:S:1:pos:R:3:forces:R:3
Ni -0.1010 -0.9507 -1.1165 0.482 1.207 0.573
O 1.9283 -0.5725 -1.0895 -0.260 0.727 -0.021
N 2.2744 0.6409 -0.9883 -0.501 0.460 0.030
N 1.3057 1.5281 -1.0504 1.437 -1.776 0.086
O 0.0696 1.2173 -1.2260 -0.789 -0.756 -0.028
C 1.6699 2.8734 -0.9238 0.034 0.754 0.083
C 0.6573 3.8325 -0.8782 -0.519 -0.166 -0.075
C 1.0007 5.1769 -0.7750 -0.188 0.021 -0.054
C 2.3337 5.5672 -0.7273 -0.109 0.218 0.082
C 3.3302 4.5990 -0.7474 0.311 -0.152 -0.015
C 3.0076 3.2520 -0.8468 0.901 -0.361 0.042
H -0.3970 3.5042 -0.9362 0.874 0.193 0.060
H 0.2020 5.9225 -0.7374 0.297 -0.200 -0.032
H 2.5911 6.6230 -0.6678 -0.031 -0.198 0.024
H 4.3856 4.8864 -0.6840 -0.429 -0.075 -0.053
H 3.8027 2.4734 -0.8618 -0.825 0.782 -0.005
C -4.5208 -0.8542 -0.6502 -0.726 0.012 0.244
C -3.1585 -0.6529 -1.0576 3.256 0.497 -1.289
N -2.0635 -0.5032 -1.4326 -3.485 -0.464 1.164
H -4.8560 -1.8340 -1.0185 0.019 0.308 0.186
H -5.1486 -0.0559 -1.0823 0.197 -0.381 0.235
H -4.5770 -0.8252 0.4495 -0.032 -0.052 -0.423
O -0.1511 -4.5914 -3.3639 0.053 -0.707 -0.148
C -0.1439 -3.5496 -2.7971 -0.176 3.228 1.051
N -0.1691 -2.4444 -2.2997 0.138 -2.972 -1.324
C -0.2343 -1.7654 3.2129 0.108 0.023 0.458
C -0.2625 -2.0932 1.7081 -0.102 0.121 -0.606
O -0.3823 -0.9988 0.9055 0.133 -0.453 -0.018
C 1.0399 -2.8801 1.3836 0.315 -0.223 0.040
F 2.1320 -2.1446 1.6788 -0.289 -0.006 -0.095
F 1.1369 -3.2433 0.0969 -0.025 0.092 0.470
F 1.1597 -4.0205 2.1212 0.024 0.107 -0.109
C -1.4784 -3.0400 1.4655 -0.153 -0.501 0.054
F -1.6355 -3.4225 0.1861 0.119 0.202 0.387
F -1.4421 -4.1857 2.2069 -0.065 0.313 -0.190
F -2.6367 -2.4250 1.8205 0.125 0.094 -0.073
H 0.6451 -1.1196 3.4172 -0.614 -0.355 -0.154
H -0.1513 -2.6976 3.8198 -0.078 0.706 -0.367
H -1.1631 -1.2268 3.4860 0.571 -0.265 -0.189
```
Positions in Å, forces in eV/Å.

Output
<S²> = 2.005
energy = -85158.8078 eV
LUMO energy (alpha / beta) = 2.708 / 2.708 eV
charge = -1
E_HOMO (alpha / beta) = -5.00 / -4.96 eV
2S+1 = 3

=====

(5)
This record from the OMol25 dataset describes a gas-phase ion, C13H11FN5O10 (charge -1). The level of theory is ωB97M-V/def2-TZVPD.

```
40
Properties=species:S:1:pos:R:3:forces:R:3
C 1.0919 1.5499 4.4677 0.281 0.053 -0.034
C -0.1342 1.0839 3.7366 -0.239 -0.594 0.040
O -0.1013 -0.3863 3.7558 -0.277 0.216 -0.339
C -0.7335 -0.9905 2.7478 -0.418 0.495 -0.344
O -1.1218 -0.4440 1.7362 0.566 -0.598 0.663
C -0.8040 -2.5523 2.9198 1.995 1.435 -1.994
F 0.5067 -2.9520 3.2344 -0.353 0.085 0.018
C -1.1411 -2.9995 1.4988 -1.384 -0.970 -0.550
O -2.2824 -3.2890 1.1736 1.344 0.635 0.246
O -0.0810 -3.1028 0.7147 -0.583 -0.002 -0.358
C -0.4175 -3.6544 -0.5894 0.156 0.113 0.450
C 0.8669 -4.2193 -1.1134 0.164 -0.035 -0.175
C -1.7502 -3.1797 3.8327 -2.840 -0.445 1.671
C -1.9854 -2.4112 5.1493 -0.125 1.066 -0.524
N -2.4907 -1.0928 4.9230 0.051 -0.899 0.742
O -2.4734 -0.2015 5.8063 -0.100 -1.332 -0.721
O -2.9352 -0.8643 3.7621 0.460 0.020 0.929
C -1.9962 -3.0828 6.3973 -0.788 2.000 1.819
N -2.3418 -2.6036 7.6469 0.820 -0.637 -2.825
O -2.2743 -3.6877 8.4744 0.230 -1.378 0.511
N -1.8900 -4.8603 7.7819 -0.209 1.385 -1.913
O -1.8496 -5.9184 8.3906 0.164 0.358 -0.321
C -1.7175 -4.4657 6.4744 -0.442 -0.635 2.761
C -1.3765 -5.2243 5.3292 1.480 -3.722 0.117
N -0.8977 -6.5246 5.2911 -1.116 3.439 -0.502
O -0.6000 -6.7103 3.9723 -0.200 -0.096 -0.601
N -0.9115 -5.5618 3.1828 -0.757 1.325 2.505
O -0.6801 -5.5971 1.9882 0.029 -0.205 0.285
C -1.3987 -4.6246 4.0708 1.111 -1.051 -1.280
H 1.0137 2.6215 4.6569 0.027 0.014 0.017
H 1.1981 1.0330 5.4252 -0.052 0.070 -0.123
H 1.9838 1.3729 3.8613 0.009 -0.020 0.146
H -1.0460 1.3826 4.2658 0.060 -0.158 -0.222
H -0.1678 1.4196 2.6948 -0.026 -0.070 0.284
H -1.1685 -4.4394 -0.4606 0.086 0.251 0.026
H -0.8365 -2.8391 -1.1888 0.063 -0.206 -0.003
H 0.6681 -4.7191 -2.0603 0.143 -0.019 -0.123
H 1.6071 -3.4272 -1.2611 -0.010 -0.201 0.001
H 1.2462 -4.9586 -0.3998 0.017 0.157 -0.158
H -2.7455 -3.1914 3.3358 0.663 0.154 -0.119
```
Positions in Å, forces in eV/Å.

Output
SMILES = CCOC(=O)C(F)(C(=O)OCC)[C@@H]1C(=[N+]([O-])[O-])c2no[n+]([O-])c2-c2no[n+]([O-])c21
ΔE to the lowest compared entry with this formula, charge and spin = 0.00 kJ/mol
energy = -44292.9770 eV
LUMO energy = 2.181 eV
charge = -1
E_HOMO = -4.63 eV

=====

(6)
This record from the OMol25 dataset describes a gas-phase ion, C13H11N2 (charge +1). The level of theory is ωB97M-V/def2-TZVPD.

```
26
Properties=species:S:1:pos:R:3:forces:R:3
N 0.2696 -2.3889 0.9174 -0.725 1.912 -0.611
C 0.1818 -1.1019 0.3644 0.278 -2.394 0.635
C 1.1389 -0.1069 0.6212 0.608 -1.098 0.161
C 2.2039 -0.4050 1.5511 -1.092 1.501 0.677
C 2.9436 0.6721 1.9662 0.880 0.426 0.089
C 2.8312 2.0080 1.4264 -1.619 -2.365 -1.639
C 1.8567 2.1820 0.4090 1.733 -0.479 2.189
C 0.9762 1.1674 0.0046 2.104 -1.694 2.197
N -0.0188 1.3636 -0.8451 -0.724 1.128 -0.186
C -0.9924 0.4578 -1.0954 0.153 -1.647 2.014
C -2.1508 0.8222 -1.7042 -0.355 1.380 -1.851
C -3.1077 -0.0812 -2.0552 0.858 0.994 0.703
C -2.9521 -1.3550 -1.5822 -1.146 -1.603 -0.251
C -1.8621 -1.7705 -0.8098 -2.279 0.653 -1.590
C -0.8961 -0.8478 -0.5008 0.597 1.742 -0.736
H -0.5989 -2.7953 1.2504 0.213 -0.010 -0.378
H 1.0310 -2.5715 1.5304 0.371 -0.087 0.293
H 2.2161 -1.3423 2.1648 0.305 1.019 -1.026
H 3.6924 0.5253 2.7344 -0.018 -0.046 0.043
H 3.5612 2.7408 1.7654 -0.583 0.170 -0.254
H 1.7441 3.1274 0.0071 -0.206 1.855 -0.949
H -0.2856 2.3268 -0.9099 -0.103 0.499 -0.686
H -2.2367 1.8219 -2.0755 0.008 0.619 -0.103
H -3.9421 0.2179 -2.6636 -0.235 -0.036 0.033
H -3.8498 -1.8898 -1.9254 1.008 -1.182 0.726
H -1.7538 -2.7772 -0.5458 -0.032 -1.256 0.499
```
Positions in Å, forces in eV/Å.

Output
SMILES = Nc1c2ccccc2[nH+]c2ccccc12
ΔE to the lowest compared entry with this formula, charge and spin = 93.91 kJ/mol
energy = -16633.6110 eV
LUMO energy = -4.816 eV
charge = +1
E_HOMO = -12.21 eV

=====

(7)
This record from the OMol25 dataset describes C13H11N3O3S in the gas phase. The level of theory is ωB97M-V/def2-TZVPD.

```
31
Properties=species:S:1:pos:R:3:forces:R:3
C 4.7140 3.9593 -2.9817 0.401 0.188 -0.103
O 3.8577 3.0182 -2.3468 -0.307 0.074 -0.151
C 4.4206 2.1942 -1.4675 0.048 -0.257 0.186
O 5.5869 2.1924 -1.1836 -0.026 0.013 0.026
C 3.4066 1.2537 -0.8571 -0.306 -0.122 -0.045
S 1.8507 1.2581 -1.8057 0.005 0.161 -0.260
C 0.8937 0.4213 -0.6374 0.449 -0.181 0.594
N 1.2556 0.0183 0.5412 0.975 0.722 -1.013
N 0.1753 -0.5654 1.0943 -1.603 -0.655 0.360
C -0.7951 -0.4950 0.2338 0.781 0.066 0.427
C -2.1285 -0.9768 0.3797 -0.676 -0.006 -0.474
C -3.1410 -0.8941 -0.5473 0.574 0.129 0.112
N -4.2673 -1.4611 -0.0444 -0.384 -0.027 -0.216
C -4.0183 -1.9267 1.2208 0.381 -0.087 0.477
C -4.8509 -2.5731 2.1251 -0.073 -0.029 0.015
C -4.3094 -2.9265 3.3430 -0.157 -0.020 -0.067
C -2.9764 -2.6471 3.6576 0.160 0.008 0.096
C -2.1446 -2.0063 2.7657 -0.055 -0.055 0.090
C -2.6705 -1.6399 1.5300 -0.334 -0.020 -0.194
O -0.3951 0.1341 -0.9138 -0.040 -0.035 0.033
H 4.1445 4.3794 -3.8065 0.016 -0.018 0.058
H 4.9988 4.7422 -2.2762 -0.018 -0.059 -0.060
H 5.6164 3.4640 -3.3445 -0.089 0.073 0.006
H 3.8103 0.2416 -0.8249 0.058 0.153 0.058
H 3.1777 1.5617 0.1644 0.131 -0.003 -0.046
H -3.1178 -0.4646 -1.5304 -0.025 0.058 -0.152
H -5.1483 -1.5293 -0.5259 0.134 0.021 0.050
H -5.8808 -2.7889 1.8821 -0.105 -0.035 0.005
H -4.9273 -3.4304 4.0712 -0.061 -0.039 0.046
H -2.5969 -2.9434 4.6240 0.050 -0.018 0.078
H -1.1149 -1.7845 2.9944 0.095 0.002 0.066
```
Positions in Å, forces in eV/Å.

Output
SMILES = COC(=O)CSc1nnc(-c2c[nH]c3ccccc23)o1
ΔE to the lowest compared entry with this formula, charge and spin = 0.00 kJ/mol
energy = -35107.2920 eV
LUMO energy = 0.612 eV
E_HOMO = -7.88 eV